{
  "formula": "C19H27Cl3CoGeN3PSTe",
  "method": "ωB97M-V with the def2-TZVPD basis set",
  "mol_weight_g_mol": 726.0,
  "multiplicity": 3,
  "charge": 1,
  "s2": 2.0583,
  "elements": ["Co", "C", "P", "C", "C", "C", "C", "C", "C", "C", "H", "H", "H", "H", "H", "H", "H", "H", "H", "H", "H", "Te", "C", "C", "C", "C", "S", "H", "H", "H", "C", "C", "N", "C", "N", "C", "C", "C", "N", "C", "H", "H", "H", "H", "H", "H", "H", "H", "H", "H", "H", "H", "H", "Cl", "Ge", "Cl", "Cl"],
  "coordinates": [[-1.39258, -0.44328, 0.63763], [-3.37510, -0.60257, -2.33443], [-1.74470, -0.19948, -1.61342], [-0.66099, -1.00991, -2.85614], [-1.55314, 1.57289, -1.96515], [-0.32754, 2.09183, -2.37871], [-0.18638, 3.45025, -2.60352], [-1.25639, 4.30361, -2.38361], [-2.46780, 3.79557, -1.94068], [-2.61958, 2.43777, -1.72996], [-4.18183, -0.16954, -1.74818], [-3.49009, -1.68482, -2.34369], [-3.41779, -0.22754, -3.35530], [-0.86676, -0.58598, -3.83933], [-0.88690, -2.07506, -2.87144], [0.38838, -0.87571, -2.61246], [0.51479, 1.43211, -2.53221], [0.76107, 3.84187, -2.94791], [-1.14333, 5.36402, -2.54885], [-3.29339, 4.46383, -1.74813], [-3.56537, 2.05447, -1.37481], [-1.30128, -2.32242, 2.37495], [-0.46988, -1.13689, 3.87012], [-0.64377, 0.19369, 4.15337], [0.00775, 0.59024, 5.33230], [0.67615, -0.43650, 5.93451], [0.50655, -1.90991, 5.08376], [-1.23882, 0.86101, 3.55752], [-0.01964, 1.59271, 5.72108], [1.26472, -0.41275, 6.82948], [3.02599, -3.31784, -0.62927], [1.54929, -3.47713, -0.95011], [0.81530, -2.36292, -0.39257], [1.32371, -1.15370, -0.07209], [0.50359, -0.25754, 0.45414], [1.03800, 1.03452, 0.86405], [2.51419, 0.92904, 1.22568], [3.25063, 0.33066, 0.03963], [2.63440, -0.93554, -0.29498], [3.42915, -1.90493, -1.02252], [3.61856, -4.04627, -1.17883], [3.20350, -3.46014, 0.43667], [1.15410, -4.39772, -0.52055], [1.40378, -3.51069, -2.03712], [-0.18153, -2.46354, -0.25520], [0.46485, 1.39020, 1.72535], [0.89552, 1.75970, 0.05188], [2.63279, 0.27689, 2.09362], [2.90557, 1.91513, 1.46440], [4.30160, 0.15423, 0.28342], [3.21666, 1.01236, -0.82005], [4.47844, -1.72813, -0.78662], [3.29361, -1.76399, -2.10264], [-5.45387, 0.87685, 0.55733], [-3.65169, -0.09226, 1.30334], [-4.13522, -0.51291, 3.38806], [-2.24725, 1.75216, 1.40822]],
  "forces_ev_per_angstrom": [[-0.9, -0.3, -0.3], [0.2, 0.0, 0.1], [-0.2, 0.1, -0.4], [-0.1, 0.1, 0.3], [0.1, -0.1, 0.1], [-0.2, -0.1, 0.0], [0.1, 0.1, 0.0], [0.0, 0.0, 0.0], [0.0, 0.1, 0.0], [0.1, -0.1, -0.1], [-0.1, 0.0, 0.0], [-0.1, -0.1, 0.0], [0.0, 0.0, 0.0], [0.0, 0.0, 0.0], [0.0, -0.1, 0.0], [0.1, 0.0, 0.0], [0.1, 0.0, -0.1], [0.0, 0.0, 0.0], [0.0, 0.1, 0.0], [-0.1, 0.0, 0.0], [-0.1, 0.0, 0.0], [0.4, 0.1, 0.6], [0.1, -0.7, 0.0], [-0.1, -0.1, -0.2], [0.2, -0.1, 0.2], [0.0, -0.3, -0.2], [-0.3, 0.4, -0.1], [-0.1, 0.1, -0.1], [0.0, 0.1, 0.1], [0.1, 0.1, 0.2], [-0.1, 0.2, -0.2], [0.3, -0.2, -0.1], [-0.4, -0.1, 0.1], [-0.4, 0.5, 0.4], [0.4, -0.3, -0.3], [0.3, 0.3, 0.1], [-0.2, 0.0, -0.3], [0.0, 0.5, 0.3], [0.1, -0.2, 0.1], [0.1, -0.4, -0.2], [0.0, 0.0, 0.0], [0.0, 0.0, 0.0], [0.0, 0.0, -0.1], [0.0, -0.1, 0.1], [0.2, 0.1, -0.1], [0.1, -0.1, -0.1], [0.0, 0.0, 0.2], [0.0, 0.0, 0.1], [0.1, 0.0, 0.0], [-0.1, -0.1, -0.1], [0.0, 0.0, 0.1], [-0.1, 0.1, 0.0], [0.1, 0.0, 0.0], [0.3, -0.3, 0.1], [0.1, 0.4, 0.0], [-0.1, 0.1, -0.2], [0.0, 0.2, 0.2]]
}

=====

{
  "formula": "C19H27FN2O3",
  "method": "ωB97M-V with the def2-TZVPD basis set",
  "mol_weight_g_mol": 350.4,
  "smiles": "CC(C)OCCCNC(=O)[C@@H]1CC(=O)N(CCc2ccc(F)cc2)C1",
  "elements": ["C", "C", "C", "O", "C", "C", "C", "N", "C", "O", "C", "C", "C", "O", "N", "C", "C", "C", "C", "C", "C", "F", "C", "C", "C", "H", "H", "H", "H", "H", "H", "H", "H", "H", "H", "H", "H", "H", "H", "H", "H", "H", "H", "H", "H", "H", "H", "H", "H", "H", "H", "H"],
  "coordinates": [[-4.04913, -1.14464, 0.67065], [-3.24471, -0.02994, 1.33153], [-2.21207, -0.60919, 2.29753], [-2.65626, 0.74167, 0.28903], [-2.09032, 1.97019, 0.69984], [-2.14556, 2.97559, -0.45316], [-0.99256, 2.81907, -1.44234], [-0.88722, 1.46141, -1.92411], [0.27407, 0.78295, -1.90324], [1.34144, 1.29694, -1.63875], [0.13638, -0.69085, -2.31132], [-0.83270, -1.45033, -1.39986], [0.06107, -2.23553, -0.45339], [-0.29917, -2.81308, 0.55315], [1.31554, -2.19607, -0.93086], [2.44252, -2.80103, -0.26185], [2.71197, -2.15037, 1.10500], [2.81816, -0.65506, 0.99715], [1.80415, 0.15668, 1.48801], [1.88767, 1.53334, 1.39029], [2.99024, 2.09091, 0.77363], [3.07844, 3.43580, 0.68315], [4.01154, 1.31081, 0.26690], [3.91775, -0.06282, 0.38696], [1.47755, -1.41398, -2.13313], [-3.37900, -1.88110, 0.23644], [-4.68354, -0.73485, -0.11126], [-4.67241, -1.63564, 1.41217], [-3.93101, 0.62983, 1.89256], [-1.62142, 0.18080, 2.75657], [-2.72473, -1.15517, 3.08488], [-1.55063, -1.29802, 1.77637], [-2.66137, 2.36507, 1.55202], [-1.04968, 1.82246, 1.01636], [-2.11593, 3.98723, -0.04766], [-3.09706, 2.84156, -0.97214], [-1.14269, 3.50235, -2.28723], [-0.03560, 3.06071, -0.97194], [-1.75477, 0.96941, -2.06928], [-0.18919, -0.70693, -3.35440], [-1.45295, -2.15607, -1.95657], [-1.49023, -0.79739, -0.82573], [2.23598, -3.86609, -0.10998], [3.30998, -2.69681, -0.91553], [1.89063, -2.41185, 1.77228], [3.63673, -2.56928, 1.50728], [0.94180, -0.29684, 1.95445], [1.11504, 2.17679, 1.78292], [4.85664, 1.77848, -0.21266], [4.71391, -0.68418, 0.00176], [1.71155, -2.06718, -2.98290], [2.28121, -0.67970, -2.00960]],
  "forces_ev_per_angstrom": [[0.2, 0.4, 0.1], [-0.2, -0.3, 0.3], [-0.1, 0.3, -0.3], [-0.1, -0.1, -0.2], [-0.1, 0.3, 0.0], [0.3, -0.4, 0.1], [-0.1, 0.3, 0.0], [-0.4, 0.2, 0.0], [0.0, -0.4, -0.4], [0.2, 0.2, 0.0], [0.2, 0.1, 0.1], [-0.1, -0.1, 0.0], [-0.2, 0.2, -0.3], [-0.1, -0.3, 0.4], [0.2, 0.1, -0.1], [-0.1, -0.2, 0.4], [0.0, -0.1, -0.2], [0.0, -0.1, 0.1], [0.1, 0.0, -0.1], [0.2, 0.3, 0.0], [0.0, -0.2, 0.2], [0.0, -0.1, -0.1], [-0.1, 0.2, 0.0], [-0.1, 0.0, 0.1], [0.2, 0.2, -0.4], [0.1, -0.1, -0.1], [-0.1, 0.0, -0.1], [-0.1, -0.1, 0.1], [0.1, -0.1, -0.1], [0.1, 0.1, 0.1], [0.0, -0.1, 0.1], [0.1, -0.1, 0.0], [0.1, -0.1, 0.0], [0.0, 0.0, 0.1], [0.0, 0.1, 0.0], [-0.1, 0.1, 0.1], [0.1, 0.0, 0.1], [-0.1, 0.0, -0.1], [0.1, -0.1, 0.0], [0.0, 0.0, 0.1], [0.0, 0.0, 0.1], [0.0, -0.1, 0.0], [0.1, 0.1, -0.1], [0.0, 0.0, 0.0], [0.1, 0.0, 0.0], [0.0, 0.0, 0.0], [-0.1, -0.1, 0.1], [-0.1, 0.1, 0.0], [0.1, 0.1, 0.0], [0.1, -0.1, 0.0], [0.0, 0.1, 0.0], [-0.1, -0.1, -0.1]]
}

=====

{
  "formula": "C19H27FN4O4S",
  "method": "ωB97M-V with the def2-TZVPD basis set",
  "mol_weight_g_mol": 426.5,
  "smiles": "CN(C(=O)c1cc(S(N)(=O)=O)n(C)c1)[C@H]1CCCN(C(=O)C(F)=C2CCC2)CC1",
  "elements": ["C", "N", "C", "O", "C", "C", "C", "S", "N", "O", "O", "N", "C", "C", "C", "C", "C", "C", "N", "C", "O", "C", "F", "C", "C", "C", "C", "C", "C", "H", "H", "H", "H", "H", "H", "H", "H", "H", "H", "H", "H", "H", "H", "H", "H", "H", "H", "H", "H", "H", "H", "H", "H", "H", "H", "H"],
  "coordinates": [[-0.76388, -1.10434, 1.30775], [-0.97778, -0.68227, -0.07906], [-1.87283, -1.52726, -0.76964], [-1.52505, -2.40314, -1.53530], [-3.28947, -1.31448, -0.43255], [-3.88314, -0.22914, 0.25209], [-5.22932, -0.48461, 0.29248], [-6.45795, 0.52482, 0.98311], [-7.02490, -0.38899, 2.24259], [-5.78641, 1.68704, 1.47890], [-7.56709, 0.62828, 0.07943], [-5.48257, -1.68306, -0.34213], [-6.78266, -2.30999, -0.52167], [-4.30874, -2.18065, -0.78056], [0.28657, -0.43657, -0.80957], [0.85471, 0.92484, -0.37340], [1.51335, 1.72601, -1.49993], [2.42563, 0.88789, -2.40041], [3.13929, -0.16951, -1.68248], [4.05359, 0.04212, -0.69803], [4.34814, -0.82455, 0.11691], [4.73005, 1.36459, -0.57158], [4.73415, 2.20193, -1.64682], [5.33522, 1.76265, 0.53278], [6.05037, 3.04132, 0.89918], [6.24754, 2.46858, 2.33147], [5.55687, 1.14770, 1.89070], [2.46764, -1.47089, -1.66507], [1.32455, -1.55845, -0.65929], [-0.13561, -0.37045, 1.81145], [-1.71866, -1.14846, 1.83045], [-0.28579, -2.08600, 1.37533], [-3.39567, 0.64485, 0.64886], [-6.52214, -0.19142, 3.09972], [-8.02154, -0.23720, 2.34743], [-6.63169, -3.25774, -1.03124], [-7.24666, -2.48876, 0.44661], [-7.43126, -1.67038, -1.11503], [-4.25691, -3.11460, -1.31534], [-0.00553, -0.37649, -1.86240], [0.04096, 1.52048, 0.04491], [1.57975, 0.77306, 0.43215], [0.74499, 2.18220, -2.13016], [2.08352, 2.54834, -1.06170], [1.82741, 0.37385, -3.15202], [3.11927, 1.52486, -2.93995], [6.96741, 3.21541, 0.33543], [5.43504, 3.93883, 0.82745], [7.28596, 2.35904, 2.63685], [5.71563, 3.01873, 3.10487], [4.64596, 0.87288, 2.42225], [6.19761, 0.26790, 1.86510], [2.09470, -1.65079, -2.67518], [3.20926, -2.23251, -1.43610], [1.75420, -1.53269, 0.34470], [0.83388, -2.52281, -0.79434]],
  "forces_ev_per_angstrom": [[-0.3, 0.2, 0.1], [0.5, -0.2, -0.4], [-0.1, -0.4, 0.7], [0.0, 0.4, -0.4], [0.0, 0.0, 0.0], [0.0, 0.0, 0.0], [0.0, 0.0, 0.0], [0.0, 0.0, 0.0], [0.0, 0.0, 0.0], [0.0, 0.0, 0.0], [0.0, 0.0, 0.0], [0.0, 0.0, 0.0], [0.0, 0.0, 0.0], [0.0, 0.0, 0.0], [0.0, 0.0, 0.0], [0.0, 0.0, 0.0], [0.0, 0.0, 0.0], [0.0, 0.0, 0.0], [0.0, 0.0, 0.0], [0.0, 0.0, 0.0], [0.0, 0.0, 0.0], [0.0, 0.0, 0.0], [0.0, 0.0, 0.0], [0.0, 0.0, 0.0], [0.0, 0.0, 0.0], [0.0, 0.0, 0.0], [0.0, 0.0, 0.0], [0.0, 0.0, 0.0], [0.0, 0.0, 0.0], [0.0, 0.0, 0.0], [0.0, 0.0, 0.0], [0.0, 0.0, 0.0], [0.0, 0.0, 0.0], [0.0, 0.0, 0.0], [0.0, 0.0, 0.0], [0.0, 0.0, 0.0], [0.0, 0.0, 0.0], [0.0, 0.0, 0.0], [0.0, 0.0, 0.0], [0.0, 0.0, 0.0], [0.0, 0.0, 0.0], [0.0, 0.0, 0.0], [0.0, 0.0, 0.0], [0.0, 0.0, 0.0], [0.0, 0.0, 0.0], [0.0, 0.0, 0.0], [0.0, 0.0, 0.0], [0.0, 0.0, 0.0], [0.0, 0.0, 0.0], [0.0, 0.0, 0.0], [0.0, 0.0, 0.0], [0.0, 0.0, 0.0], [0.0, 0.0, 0.0], [0.0, 0.0, 0.0], [0.0, 0.0, 0.0], [0.0, 0.0, 0.0]]
}

=====

These records have E values of -183737.3896; -31982.8709; -47843.1990 eV, in the order they appear.
These records have ΔE to the lowest compared entry with this formula, charge and spin values of 17.5; 0.0; 8.3 kcal per mole, in the order they appear.
These records have strongest force on any atom values of 1.00; 0.59; 0.82 eV/Å, in the order they appear.